1.
An isolated ion of composition C2H7N2O2 and charge +1 at a distorted geometry, computed with the ωB97M-V functional and the def2-TZVPD basis.

Structure (XYZ):
```
13
Properties=species:S:1:pos:R:3:forces:R:3
N -2.78305 0.08405 -0.23933 -1.382 1.235 -0.625
O -1.47385 0.63304 -0.08010 -0.622 0.302 0.124
C -0.52656 -0.20274 -0.03259 3.955 4.025 0.778
O -0.45864 -1.36545 0.11876 0.114 -2.343 -0.030
C 1.06523 0.73467 -0.11574 -2.726 -2.357 -0.327
N 1.95315 -0.49156 -0.04426 -2.136 -0.642 0.704
H -3.32576 0.90418 0.05953 -0.025 -0.363 -0.455
H -3.00462 -0.61207 0.45020 0.672 -0.635 0.724
H 1.37145 1.43573 0.64472 -0.613 -0.119 0.658
H 0.92494 1.32737 -1.03187 0.864 -0.956 -0.189
H 2.34203 -0.53597 0.88447 0.579 0.355 0.452
H 2.73003 -0.50153 -0.69345 -0.133 -0.560 -0.485
H 1.18565 -1.40973 0.07964 1.454 2.057 -1.329
```
Positions in Å, forces in eV/Å.

Calculated values
- strongest force on any atom (eV Å⁻¹) = 5.70
- relative energy (zero: lowest compared OMol25 entry of this formula, charge and spin) (kcal per mole) = 86.5
- structure (SMILES) = NOC(=O)C[NH3+]
- Kohn-Sham gap (eV) = 11.166
- net charge = +1

Here are the natural (NBO) charges for atoms 1 to 8, given in e: -0.476, -0.330, 0.842, -0.566, -0.346, -0.741, 0.373, 0.365


2.
C50H24Br4Cl4CrN4O2 as an isolated structure at a distorted geometry, computed with the ωB97M-V functional and the def2-TZVPD basis.

Structure (XYZ):
```
89
Properties=species:S:1:pos:R:3:forces:R:3
Cr -0.60533 -0.41427 0.80054 1.359 1.232 -0.790
Cl 7.04363 -2.97084 5.54326 0.097 -0.021 0.056
C 5.56408 -2.54063 4.73698 -0.119 0.027 -0.074
C 5.60153 -1.68773 3.64708 0.017 0.003 0.026
C 4.41623 -1.35279 3.00996 -0.002 -0.006 -0.021
C 3.19758 -1.86232 3.44999 0.020 0.016 0.014
C 3.18755 -2.71991 4.54793 0.056 0.063 -0.044
C 4.36513 -3.06140 5.19480 -0.009 -0.046 0.041
C 1.93023 -1.46976 2.77387 -0.008 0.048 -0.008
C 1.51268 -0.15571 2.92504 -0.269 -0.201 -0.126
C 2.12697 0.80925 3.80121 -0.068 0.214 0.133
C 1.22259 1.79625 3.97921 0.250 -0.125 0.105
C 0.05886 1.45074 3.19473 -0.554 0.232 0.068
C -1.15825 2.14110 3.19534 0.484 -0.379 -0.580
C -1.53509 2.95609 4.36215 -0.122 0.340 0.335
C -1.01222 2.65166 5.63420 -0.079 -0.078 -0.228
C -1.30439 3.40416 6.75663 -0.039 0.086 0.099
C -2.17116 4.47699 6.65265 0.025 -0.124 -0.109
Cl -2.50726 5.46310 8.04223 -0.047 0.029 0.085
C -2.80804 4.73235 5.45093 0.001 0.013 0.100
C -2.50795 3.96960 4.33718 0.072 0.012 -0.017
C -2.02403 1.99976 2.06652 -0.114 -0.349 0.376
N -2.22749 0.84900 1.37102 -0.142 0.145 0.106
C -3.14674 1.17286 0.39930 -0.221 -0.280 -0.259
C -3.70843 0.31550 -0.54974 0.375 0.381 0.326
C -4.97178 0.75446 -1.18793 -0.168 0.004 -0.061
C -6.04921 1.12762 -0.38100 0.046 -0.037 -0.021
C -7.26369 1.50899 -0.92546 -0.043 -0.010 -0.030
C -7.40729 1.53234 -2.30328 0.151 -0.046 0.119
Cl -8.92802 1.99638 -3.00377 -0.075 0.035 -0.030
C -6.35087 1.18703 -3.12850 -0.069 -0.005 -0.101
C -5.14462 0.79475 -2.56991 0.077 0.032 -0.012
C -3.18091 -0.93392 -0.85811 -0.025 -0.149 -0.129
C -3.84375 -1.92388 -1.65243 -0.022 0.092 0.021
C -3.06696 -3.03290 -1.62008 0.138 -0.041 0.053
C -1.93562 -2.72148 -0.79371 -0.245 0.054 -0.075
N -2.00081 -1.42704 -0.36973 -0.041 -0.183 -0.167
C -1.01766 -3.68499 -0.35918 0.355 0.179 0.362
C -0.09632 -3.45852 0.65763 -0.361 -0.015 -0.350
C 0.92356 -4.40352 1.01655 0.261 -0.048 0.144
C 1.73593 -3.78235 1.89860 -0.101 -0.230 -0.099
C 1.21650 -2.45470 2.07914 -0.099 0.262 -0.124
N 0.06703 -2.29116 1.35661 0.120 -0.349 0.555
C -1.05811 -5.02205 -1.00274 -0.051 -0.082 -0.025
C -1.34897 -6.16617 -0.26125 -0.034 0.066 -0.039
C -1.41520 -7.41276 -0.86249 0.013 -0.049 0.014
C -1.18910 -7.51983 -2.22440 -0.002 0.139 0.086
Cl -1.28137 -9.07817 -2.98717 0.002 -0.096 -0.053
C -0.89537 -6.40058 -2.98518 -0.001 -0.039 -0.041
C -0.83104 -5.16007 -2.37090 0.034 0.000 0.031
C -3.47280 2.55893 0.45876 0.018 0.180 0.216
C -2.77215 3.07588 1.49890 -0.209 0.081 -0.370
N 0.31831 0.32664 2.47184 0.227 -0.225 0.116
H 6.54493 -1.29136 3.29690 0.005 -0.017 0.007
H 4.43604 -0.70046 2.14540 -0.008 -0.009 0.014
H 2.24458 -3.11849 4.90139 -0.005 0.006 0.004
H 4.35199 -3.72187 6.05134 0.028 0.000 -0.005
H 3.10826 0.72228 4.23630 0.009 0.017 0.000
H 1.34305 2.70333 4.54647 -0.029 -0.016 0.043
H -0.40198 1.77108 5.75932 0.084 0.007 -0.017
H -0.88177 3.14182 7.71727 0.027 0.012 -0.015
H -3.54968 5.51753 5.39284 0.022 0.016 -0.029
H -3.06697 4.16693 3.43926 0.060 0.054 0.208
H -5.93101 1.10702 0.69445 0.008 -0.030 0.003
H -8.09316 1.77212 -0.28351 -0.015 0.029 -0.034
H -6.47603 1.22530 -4.20233 0.017 0.001 0.008
H -4.31987 0.53791 -3.22256 0.028 -0.027 0.044
H -4.79896 -1.80044 -2.13436 -0.014 -0.010 0.016
H -3.26255 -3.99389 -2.06463 -0.026 -0.004 -0.015
H 1.03326 -5.38974 0.59837 0.007 -0.004 0.016
H 2.63128 -4.16409 2.35827 0.021 -0.015 -0.035
H -1.54130 -6.07156 0.79994 0.008 0.002 0.003
H -1.64494 -8.29401 -0.27909 -0.009 -0.008 -0.024
H -0.71739 -6.50103 -4.04720 0.011 -0.005 0.007
H -0.58938 -4.28430 -2.95975 -0.019 0.020 0.017
H -4.09699 3.08163 -0.24742 0.017 0.013 0.020
H -2.66664 4.11943 1.73976 -0.006 -0.095 -0.099
Br 3.37185 4.72545 -1.79025 -0.026 0.024 -0.025
C 2.73574 3.01516 -1.29199 0.193 -0.127 -0.018
C 3.59377 1.92456 -1.26290 -0.174 0.208 -0.020
Br 5.40516 2.12141 -1.76456 0.055 -0.046 0.012
C 3.10690 0.67107 -0.85843 0.002 -0.050 0.002
Br 4.22752 -0.85400 -0.78399 -0.066 -0.063 0.002
C 1.78097 0.49680 -0.48348 -0.031 0.378 -0.042
O 1.25495 -0.61854 -0.06938 -0.697 -0.453 0.138
C 0.89924 1.61900 -0.52009 0.387 -0.061 -0.058
O -0.32194 1.38881 -0.13558 -0.534 -0.407 0.166
C 1.39214 2.85301 -0.92667 -0.167 -0.095 0.082
Br 0.15946 4.28813 -0.93285 -0.024 0.003 0.017
```
Positions in Å, forces in eV/Å.

Calculated values
- multiplicity = 4
- strongest force on any atom (eV Å⁻¹) = 2.00
- <S²> = 3.828
- Kohn-Sham gap (alpha / beta) (eV) = 5.037 / 5.144
- net charge = -1

Here are the Mulliken charges for atoms 1 to 8, given in e: -0.635, -0.240, 0.410, -1.110, 0.085, -0.683, 0.118, -0.968


3.
One molecule with the formula C2H6S2 at a distorted geometry, computed with the ωB97M-V functional and the def2-TZVPD basis.

Structure (XYZ):
```
10
Properties=species:S:1:pos:R:3:forces:R:3
C -0.45822 0.79319 0.69714 0.186 -1.528 0.774
C -0.40391 0.33290 -0.72255 -0.235 0.491 -1.061
S 1.18227 -0.41015 -1.25632 -0.340 -0.235 0.236
S 1.14753 -2.26328 -0.29510 -0.197 0.530 -0.583
H -1.44059 1.23642 0.84913 0.080 0.187 0.353
H -0.35777 -0.12493 1.36641 -0.034 1.372 -0.551
H 0.35202 1.49718 0.85265 -0.053 0.148 0.469
H -1.19495 -0.37854 -0.92166 -0.107 -0.267 -0.145
H -0.61713 1.21644 -1.37747 0.533 -0.773 0.150
H 1.79075 -1.89924 0.80777 0.167 0.073 0.359
```
Positions in Å, forces in eV/Å.

Calculated values
- strongest force on any atom (eV Å⁻¹) = 1.72
- relative energy (zero: lowest compared OMol25 entry of this formula, charge and spin) (kcal per mole) = 1.0
- structure (SMILES) = CCSS
- Kohn-Sham gap (eV) = 9.727

Here are the natural (NBO) charges for atoms 1 to 8, given in e: -0.621, -0.526, 0.088, -0.138, 0.214, 0.210, 0.212, 0.216


4.
C26H51BHfN7O3PS2Si as an isolated structure, computed with the ωB97M-V functional and the def2-TZVPD basis.

Structure (XYZ):
```
93
Properties=species:S:1:pos:R:3:forces:R:3
Hf 0.38554 0.60531 0.32973 0.052 -0.243 0.934
C 0.31031 1.00393 5.14892 0.003 0.003 -0.053
C 0.74637 1.03250 3.69788 -0.051 0.069 0.047
S 0.10305 -0.26693 2.68654 0.092 -0.222 0.127
C 1.58638 1.95505 3.20136 0.026 0.178 0.079
C 2.17061 3.06810 4.03417 -0.028 -0.010 -0.011
S 2.15518 1.95760 1.53648 -0.136 -0.277 -0.171
H -0.26105 0.10179 5.36067 0.014 -0.011 -0.039
H -0.32440 1.85830 5.39645 0.005 0.001 -0.027
H 1.16591 1.02047 5.82644 0.008 0.007 -0.016
H 1.80978 3.04974 5.06129 0.001 -0.015 -0.022
H 1.91492 4.03597 3.59878 -0.007 -0.018 0.007
H 3.26201 3.00367 4.05095 -0.029 -0.016 -0.021
C 3.81984 -1.00138 1.09246 -0.032 0.049 0.035
C 3.41493 -0.83615 -0.33804 -0.186 -0.035 0.079
C 4.23089 -1.21578 -1.37683 0.118 -0.075 -0.162
C 3.78856 -1.02498 -2.68847 0.037 -0.027 0.031
C 2.57510 -0.43576 -2.95161 -0.037 0.037 0.053
C 1.78754 -0.02400 -1.85979 -0.308 0.147 -0.223
N 2.21462 -0.28673 -0.59997 0.172 0.047 -0.189
N 0.57967 0.64415 -1.87374 0.476 -0.151 -0.027
Si 0.25760 1.70337 -3.25628 0.022 -0.282 0.248
C -1.29872 2.69319 -3.09837 -0.254 0.106 0.068
C 0.09256 0.72683 -4.84513 -0.030 -0.128 -0.234
C 1.67518 2.88912 -3.38754 0.259 0.210 0.026
H 4.20604 -0.05518 1.47412 0.004 0.010 -0.014
H 4.59098 -1.76544 1.18504 0.006 0.037 0.016
H 2.96372 -1.24595 1.72331 -0.012 -0.016 -0.025
H 5.19468 -1.65850 -1.16716 -0.010 0.002 -0.030
H 4.41384 -1.34536 -3.51349 -0.003 0.010 0.006
H 2.22757 -0.28680 -3.96218 0.030 -0.007 0.019
H -2.20119 2.09118 -3.22929 0.026 0.064 -0.005
H -1.27087 3.41828 -3.91927 -0.021 -0.036 0.029
H -1.37327 3.26254 -2.17115 -0.005 0.005 -0.082
H -0.18151 -0.31584 -4.66618 -0.007 0.044 -0.004
H 1.01324 0.73753 -5.43486 -0.054 -0.013 -0.006
H -0.69259 1.17658 -5.45958 0.043 -0.043 -0.019
H 1.75888 3.46792 -2.46177 0.018 0.000 -0.065
H 1.51550 3.59365 -4.20923 0.029 -0.035 0.033
H 2.62857 2.38120 -3.55690 -0.032 0.053 0.015
C -2.73080 0.67222 -0.94154 -0.064 -0.113 -0.004
N -2.17956 0.18260 0.35487 0.205 0.027 -0.119
C -2.83475 0.97427 1.44851 -0.160 0.022 -0.068
N -4.28657 0.87489 1.39417 0.071 -0.050 -0.066
C -4.75021 1.34710 0.08611 0.025 -0.040 0.018
N -4.17935 0.55698 -1.01255 0.023 -0.011 0.115
C -4.55658 -0.84392 -0.81435 0.018 0.041 0.025
N -4.08808 -1.35766 0.47611 0.041 0.071 -0.015
C -2.63977 -1.22515 0.51540 -0.062 0.106 0.180
C -4.66485 -0.52927 1.53930 0.041 0.020 -0.015
H -2.27068 0.08716 -1.74055 -0.002 -0.022 -0.031
H -2.44969 1.71336 -1.05186 -0.010 0.033 0.010
H -2.53466 2.01169 1.34390 -0.067 0.029 0.016
H -2.46724 0.59382 2.39871 0.003 -0.035 0.046
H -4.46408 2.39213 -0.03932 0.018 0.010 -0.003
H -5.83774 1.27257 0.04814 -0.015 -0.001 -0.005
H -4.12615 -1.44772 -1.61621 0.019 0.001 -0.001
H -5.64290 -0.92902 -0.85691 -0.025 0.003 -0.002
H -2.21143 -1.81609 -0.28281 0.003 -0.083 -0.146
H -2.26636 -1.58203 1.47391 0.016 -0.024 0.069
H -4.31188 -0.89375 2.50593 0.004 -0.010 0.004
H -5.75168 -0.61377 1.50627 -0.024 -0.009 -0.009
B -0.73721 5.23227 0.34146 0.051 0.025 0.081
C -0.64985 3.67501 0.31642 -0.109 0.252 -0.105
N -0.58869 2.51678 0.26646 0.066 0.481 -0.077
H 0.38785 5.61476 0.60863 -0.156 -0.048 -0.042
H -1.54144 5.52092 1.20535 0.052 -0.023 -0.085
H -1.09626 5.57686 -0.76855 0.024 -0.061 0.087
C -2.06985 -4.56251 2.42277 -0.096 -0.048 0.025
C -0.75290 -3.88351 2.14327 -0.044 0.109 -0.092
O -0.71331 -3.57178 0.73385 0.096 -0.284 0.216
P 0.35922 -2.54996 0.08939 -0.645 0.347 -0.527
O 1.60538 -3.50688 -0.25021 0.420 0.034 0.105
C 2.47092 -4.01018 0.78598 -0.113 -0.041 -0.062
C 2.42400 -5.51796 0.77322 0.014 -0.124 0.049
O -0.25985 -2.43081 -1.38555 0.093 -0.080 0.086
C -0.60777 -3.56633 -2.20757 -0.019 0.035 0.118
C -0.49019 -3.13493 -3.64584 -0.012 -0.050 -0.132
H -2.10818 -4.88759 3.46388 -0.004 0.016 -0.022
H -2.19081 -5.43646 1.78068 0.015 0.013 0.037
H -2.90738 -3.88664 2.23904 0.046 -0.011 -0.017
H 0.08391 -4.54108 2.39033 -0.007 -0.024 -0.028
H -0.64696 -2.96292 2.72067 0.035 0.033 0.025
H 2.17654 -3.61052 1.76104 -0.017 0.032 -0.001
H 3.47384 -3.64517 0.57190 0.003 -0.017 -0.036
H 1.41445 -5.88317 0.97355 0.042 0.034 -0.006
H 3.09721 -5.92021 1.53308 -0.021 0.000 -0.022
H 2.73680 -5.89765 -0.20018 -0.009 0.015 0.021
H -1.62803 -3.86080 -1.95287 -0.003 -0.009 -0.012
H 0.05494 -4.39936 -1.97562 0.044 0.007 -0.028
H -1.18818 -2.32460 -3.86394 0.030 -0.023 0.015
H -0.71867 -3.97406 -4.30672 0.005 0.047 0.010
H 0.52305 -2.78790 -3.85746 -0.039 -0.021 0.015
```
Positions in Å, forces in eV/Å.

Calculated values
- strongest force on any atom (eV Å⁻¹) = 0.97
- relative energy (zero: lowest compared OMol25 entry of this formula, charge and spin) (kcal per mole) = 13.0
- Kohn-Sham gap (eV) = 7.137

Here are the Mulliken charges for atoms 1 to 8, given in e: -0.603, -1.946, 0.359, -0.183, 1.036, -1.546, -0.499, 0.381


5.
One molecule with the formula C3H2N2O at a distorted geometry, computed with the ωB97M-V functional and the def2-TZVPD basis.

Structure (XYZ):
```
8
Properties=species:S:1:pos:R:3:forces:R:3
O 2.22451 -0.27417 -0.13242 -0.196 -0.524 -0.734
C 1.04514 -0.23475 -0.03319 -1.668 -0.561 3.333
C 0.21376 0.99623 0.26009 -3.985 0.804 -5.077
N -1.06218 0.65783 -0.24890 4.840 2.527 3.520
C -1.10846 -0.78692 -0.00080 6.398 3.431 -1.120
N 0.03585 -1.32903 0.09942 0.340 -1.354 -0.835
H 0.69651 2.03522 0.10812 -1.291 -1.625 0.580
H -2.04512 -1.06440 -0.05232 -4.438 -2.698 0.332
```
Positions in Å, forces in eV/Å.

Calculated values
- strongest force on any atom (eV Å⁻¹) = 7.35
- relative energy (zero: lowest compared OMol25 entry of this formula, charge and spin) (kcal per mole) = 44.3
- structure (SMILES) = O=C1C=NC=N1
- Kohn-Sham gap (eV) = 8.744

Atomic charges from the natural (NBO) analysis, expressed in e, are listed below: -0.432, 0.612, -0.029, -0.372, 0.264, -0.461, 0.227, 0.191


6.
A 2-piece molecular cluster, C5H11N2 overall at a distorted geometry, computed with the ωB97M-V functional and the def2-TZVPD basis.

Structure (XYZ):
```
18
Properties=species:S:1:pos:R:3:forces:R:3
C -0.60604 -2.16947 -0.38942 0.981 -1.236 -0.201
C -0.99953 -1.13505 0.06316 0.219 0.145 0.352
C 2.23990 -0.33353 0.75080 0.768 -1.907 -0.829
C -2.56812 0.55482 -0.06257 -1.961 0.876 1.427
C 0.90870 0.98952 -0.76143 0.140 0.956 -3.180
N 1.55127 -0.07601 -0.49114 -1.175 -0.364 -0.453
N -1.31523 0.10621 0.48915 0.531 -1.038 0.955
H -0.12686 -3.10767 -0.64996 -0.690 0.490 0.007
H 1.45692 -0.75476 1.40665 0.798 0.670 0.421
H 3.04035 -1.13398 0.57899 -1.183 1.145 0.211
H 2.72978 0.60423 0.89590 0.227 0.404 1.457
H -2.44650 0.40777 -1.12771 -0.717 0.361 -0.248
H -3.49419 -0.03169 0.38999 1.847 1.197 -1.176
H -2.60116 1.63176 0.27033 -0.616 -0.990 -0.905
H 1.01939 1.94264 -0.19592 -0.160 -0.972 -0.369
H 0.50645 0.95940 -1.88799 0.156 0.470 2.967
H 1.15753 -0.87266 -0.99726 0.606 -0.284 -0.167
H -1.34431 0.13620 1.51109 0.231 0.078 -0.268
```
Positions in Å, forces in eV/Å.

Calculated values
- strongest force on any atom (eV Å⁻¹) = 3.32
- relative energy (zero: lowest compared OMol25 entry of this formula, charge and spin) (kcal per mole) = 91.5
- Kohn-Sham gap (eV) = 8.939
- net charge = +1

Here are the natural (NBO) charges for atoms 1 to 8, given in e: -0.328, 0.145, -0.440, -0.408, 0.096, -0.424, -0.643, 0.272